Molecular formula: C4H4BiO5
Method: DFT, ωB97M-V/def2-TZVPD

The geometry in ORCA input format:
```
! wB97M-V def2-TZVPD RIJCOSX def2/J DEFGRID3
* xyz 2 2
O 1.150 0.151 0.401
C 2.395 0.502 -0.199
O 2.391 1.768 -0.316
O 3.183 -0.357 -0.496
C 0.434 -1.028 0.018
C -0.999 -0.771 0.382
H 0.839 -1.885 0.574
H 0.548 -1.207 -1.059
H -1.722 -1.349 -0.198
H -1.190 -0.784 1.459
O -3.577 0.678 -0.446
O -1.362 0.932 -0.003
C -2.570 1.249 -0.292
Bi 0.482 2.101 0.174
*
```

Values from the calculation:
E: -744.75100 a.u.
ΔE to the lowest compared entry with this formula, charge and spin: 467.2 kJ/mol
HOMO-LUMO gap (spin up / spin down): 5.07 / 8.00 eV
Max |F|: 7.59 eV/Å
E_LUMO (spin up / spin down): -12.524 / -12.520 eV